Record 1
{
  "formula": "C3H5N2",
  "method": "wB97M-V/def2-TZVPD",
  "species": ["C", "C", "N", "C", "N", "H", "H", "H", "H", "H"],
  "coordinates": [[-0.6909, -0.8881, -0.5548], [0.6645, -0.7987, -0.6410], [1.0888, 0.3918, 0.0529], [0.0121, 0.9037, 0.7615], [-1.0944, 0.3205, 0.3202], [-1.3042, -1.6196, -1.0635], [1.3418, -1.4905, -1.1623], [2.1292, 0.4852, 0.1661], [0.0379, 1.8361, 1.4398], [-2.0804, 0.5018, 0.6140]],
  "forces_ev_per_a": [[1.1243, 2.7707, 1.5292], [-1.0797, 1.3824, 0.4851], [-0.3948, -2.0881, 0.7284], [1.1629, 1.2621, -1.3179], [0.2449, -3.2314, -1.2312], [-0.5472, 0.4549, 0.4843], [-0.2640, 0.7492, 0.3738], [-1.7329, 0.6272, 0.4159], [0.0557, -1.8602, -1.2405], [1.4309, -0.0667, -0.2270]],
  "orbital_gap_ev": 11.165,
  "homo_energy_ev": -15.1,
  "charge": 1,
  "total_energy_ha": -226.556095,
  "de_lowest_kj_mol": 95.24,
  "e_lumo_ha": -0.1457,
  "multiplicity": 1
}

=====

Record 2
{
  "formula": "C4H14N2O2",
  "method": "wB97M-V/def2-TZVPD",
  "species": ["C", "N", "C", "O", "C", "C", "N", "H", "H", "H", "H", "H", "H", "H", "H", "H", "H", "H", "H", "H", "H", "O"],
  "coordinates": [[-0.1328, -1.6276, 1.0531], [-1.0198, -0.6204, 1.7870], [-1.8265, 0.1617, 0.8076], [-0.9593, 1.2152, 0.3738], [1.0222, -1.0768, 0.1503], [1.7973, 0.1323, 0.6508], [1.9420, -2.2474, 0.0894], [0.4730, -2.1111, 1.8351], [-0.8601, -2.1710, 0.4473], [-0.3631, 0.0493, 2.2096], [-2.0645, -0.4600, -0.0671], [-2.7366, 0.5931, 1.2382], [-1.4269, 1.6135, -0.3750], [0.5656, -0.8786, -0.8262], [2.7673, 0.1299, 0.1094], [1.4003, 1.1092, 0.7798], [2.2505, 0.0074, 1.6901], [1.3402, -3.0807, 0.0015], [2.4162, -2.1423, -0.8157], [-0.5259, 3.0670, -3.1499], [-1.2394, 2.7892, -4.5562], [-0.8926, 3.4472, -3.9530]],
  "forces_ev_per_a": [[0.0108, 2.6196, 1.0937], [0.2519, -0.1134, -1.6280], [1.6631, -0.4994, 0.8769], [-0.8996, 0.3636, -0.7884], [-1.1906, -0.4185, 0.5541], [2.6855, -1.1399, 1.7333], [-0.4132, 0.3748, -1.0924], [-0.9328, -0.6944, -0.1689], [0.5745, -0.8028, 0.2964], [-0.6117, -0.1991, 0.0361], [-0.1980, -0.1453, 0.3771], [0.1471, -0.2380, 0.1900], [0.3520, 0.3004, 0.1488], [0.2783, 0.2919, -0.1119], [-0.6711, 0.4853, -0.2338], [-0.8909, 0.6029, -0.9204], [-0.8584, -0.6926, -0.8037], [0.5710, 0.3695, -0.0468], [0.1114, -0.4595, 0.4865], [-0.1496, -0.4399, -0.3630], [0.1555, -0.4218, 0.3464], [0.0149, 0.8566, 0.0180]],
  "orbital_gap_ev": 9.542,
  "homo_energy_ev": -9.3,
  "charge": 0,
  "total_energy_ha": -420.738416,
  "de_lowest_kj_mol": 175.08,
  "e_lumo_ha": 0.0107,
  "multiplicity": 1
}

=====

Record 3
{
  "formula": "FIrNO3S2",
  "method": "wB97M-V/def2-TZVPD",
  "species": ["Ir", "F", "N", "S", "O", "O", "S", "O"],
  "coordinates": [[-0.0763, 2.1776, -0.0503], [-1.8998, -0.1194, 1.3343], [0.0628, -1.0468, -0.2310], [1.5327, -0.3952, 0.3826], [2.5412, -0.9471, -0.5724], [1.4170, 1.1572, 0.0805], [-1.1792, -0.1139, -0.2943], [-2.2716, -0.6814, -1.1046]],
  "forces_ev_per_a": [[-3.7130, 1.3468, -0.3698], [1.5763, 0.2512, -2.4653], [1.7021, -0.0448, 1.1634], [-0.9261, -1.8277, -3.8345], [-0.8633, 0.8309, 2.0630], [3.7248, -1.4915, 0.7442], [-4.2991, -0.4298, 1.3147], [2.7984, 1.3650, 1.3842]],
  "orbital_gap_ev": [7.417, 6.433],
  "homo_energy_ev": [-14.9, -16.0],
  "charge": 1,
  "total_energy_ha": -1280.435154,
  "s2": 6.022,
  "de_lowest_kj_mol": 146.45,
  "e_lumo_ha": [-0.2733, -0.3502],
  "multiplicity": 5
}